Density functional theory data (ωB97M-V with the def2-TZVPD basis set) for 2 unconnected molecules or ions with the total composition C7H5BF2NO7S.

```
24
Properties=species:S:1:pos:R:3:forces:R:3
O 5.3963 2.3744 2.5430 -0.67 -0.18 -1.44
S 4.4741 1.5097 1.8164 0.16 -0.41 0.94
O 5.2256 0.8447 0.4710 -0.26 0.88 0.64
O 3.2758 2.4434 1.0655 0.55 -1.51 0.04
C 2.1301 1.6012 1.0721 -2.29 -1.21 0.98
C 1.4869 1.3329 2.3376 -0.35 -0.14 0.76
C 0.3321 0.4585 2.5242 1.29 0.35 -3.85
C -0.1396 -0.1216 1.2523 1.78 1.66 1.57
C 0.5941 0.2639 0.0668 -1.44 -1.07 -0.35
N 1.6816 1.0560 -0.0727 0.00 0.38 1.92
H 5.6819 0.0584 0.8283 -0.21 0.30 -0.20
H 1.9188 1.8237 3.2461 -0.38 -0.42 -0.94
H -0.1387 0.2489 3.5038 0.50 0.29 -0.78
H -1.0089 -0.8143 1.2183 0.89 0.69 -0.29
H 0.1927 -0.1651 -0.8865 0.50 0.42 0.98
B -4.2656 -0.5883 -2.5271 -1.34 1.27 -0.38
O -2.9295 -0.4231 -1.9016 0.19 -0.71 -0.03
C -2.3480 -1.6093 -1.8739 1.11 1.46 0.75
O -1.2460 -1.8222 -1.4257 -0.20 -0.21 -0.07
C -3.2637 -2.6239 -2.4775 -1.35 -1.41 -0.89
O -3.0339 -3.8000 -2.6038 0.20 0.22 0.14
O -4.3835 -2.0280 -2.8588 0.70 -0.04 0.31
F -4.3533 0.1923 -3.7015 0.09 -0.41 0.61
F -5.2794 -0.2122 -1.6163 0.56 -0.21 -0.43
```
Forces are in eV/Å.

As for the total charge: -1. Its HOMO energy is -0.254 Eh. Its spin multiplicity is 1.

---

Density functional theory data (ωB97M-V with the def2-TZVPD basis set) for a molecular structure, C52H70IrN3O2PSSe.

```
131
Properties=species:S:1:pos:R:3:forces:R:3
Ir 0.2312 -0.9908 -0.7547 -0.36 3.27 0.97
C 1.5869 3.8262 5.2073 0.03 -0.13 0.06
C 1.7543 2.3074 5.3607 -0.06 0.13 -0.03
C 0.5026 1.7160 6.0323 0.12 0.07 0.01
C 2.9538 2.0361 6.2701 -0.07 0.01 -0.09
C 1.9055 1.6641 3.9845 0.02 0.04 0.01
C 0.8872 1.7645 3.0566 -0.01 0.12 0.07
C 0.9454 1.0487 1.8697 0.02 -0.19 -0.37
Se -0.7192 0.9174 0.9072 0.05 -1.57 -0.92
C -1.1600 2.2031 -0.4544 0.22 -0.34 -0.27
C -2.0239 3.2223 -0.1049 0.06 0.09 0.17
C -2.6649 3.9530 -1.0930 0.02 0.06 0.01
C -2.3791 3.6020 -2.4097 0.01 -0.01 0.09
C -1.5443 2.5610 -2.8005 0.36 -0.36 0.00
C -0.9131 1.7917 -1.7797 -0.53 0.82 0.72
O -0.1664 0.7528 -2.0030 1.07 -1.45 -0.55
C -1.4264 2.2971 -4.3142 -0.02 -0.02 0.02
C -0.8965 3.5616 -5.0078 -0.03 -0.08 0.02
C -2.8231 1.9522 -4.8599 0.08 0.03 -0.03
C -0.4933 1.1436 -4.6989 0.00 0.06 0.05
C -3.6907 5.0162 -0.7096 -0.01 0.03 0.10
C -3.0361 6.0702 0.1951 -0.07 -0.04 -0.10
C -4.2808 5.7233 -1.9310 0.07 -0.06 0.07
C -4.8392 4.3299 0.0495 0.04 0.09 -0.07
C 1.9860 0.1567 1.5519 -0.47 0.82 0.90
O 1.9237 -0.6494 0.5214 -0.99 -1.11 -1.63
C 3.1008 0.1502 2.4537 -0.09 -0.30 -0.36
C 3.0080 0.8875 3.6224 -0.14 0.13 -0.02
C 4.3270 -0.7363 2.2044 -0.01 -0.14 -0.08
C 3.8974 -2.2089 2.3132 0.05 0.12 -0.01
C 5.4485 -0.4836 3.2153 -0.08 -0.03 -0.04
C 4.8952 -0.4797 0.8033 -0.02 -0.01 0.12
H 1.4971 4.2923 6.1901 -0.02 0.04 -0.01
H 0.6934 4.0703 4.6320 -0.01 0.04 -0.01
H 2.4505 4.2542 4.6967 0.00 0.04 0.01
H 0.3836 2.1294 7.0357 -0.03 0.00 0.00
H 0.5944 0.6314 6.1152 -0.03 -0.01 0.02
H -0.3998 1.9425 5.4636 -0.03 -0.01 0.00
H 2.7699 2.4808 7.2486 0.01 0.01 0.01
H 3.8692 2.4764 5.8712 0.03 -0.03 0.00
H 3.1075 0.9655 6.4165 0.05 0.00 0.01
H 0.0173 2.3815 3.2506 -0.03 -0.05 0.07
H -2.1978 3.4266 0.9458 -0.08 -0.01 -0.01
H -2.8592 4.1636 -3.1988 -0.04 -0.02 0.01
H -1.5437 4.4230 -4.8448 0.01 0.01 -0.01
H -0.8303 3.3885 -6.0838 0.01 0.03 -0.02
H 0.0992 3.8074 -4.6358 0.01 0.03 -0.01
H -3.5232 2.7794 -4.7433 -0.02 -0.01 0.01
H -3.2303 1.0834 -4.3374 -0.02 -0.01 0.00
H -2.7603 1.7150 -5.9243 -0.01 0.01 -0.01
H 0.5129 1.3007 -4.3135 0.05 -0.04 0.00
H -0.4432 1.0758 -5.7893 -0.04 0.04 0.01
H -0.8674 0.2003 -4.3074 0.02 -0.07 0.01
H -2.1939 6.5399 -0.3149 0.01 0.03 0.02
H -2.6723 5.6312 1.1243 0.02 0.01 0.02
H -3.7617 6.8449 0.4494 0.01 0.01 0.04
H -3.5078 6.2353 -2.5067 -0.01 0.00 -0.05
H -5.0026 6.4717 -1.6027 -0.01 0.01 0.00
H -4.8050 5.0205 -2.5810 0.00 0.03 -0.05
H -4.4900 3.8787 0.9789 0.00 -0.02 0.01
H -5.2837 3.5454 -0.5659 -0.03 -0.01 0.01
H -5.6167 5.0555 0.2962 0.00 0.00 0.03
H 3.8377 0.8447 4.3101 -0.02 -0.05 0.00
H 3.4944 -2.4164 3.3071 -0.01 -0.02 0.02
H 4.7510 -2.8694 2.1452 0.02 0.00 0.00
H 3.1378 -2.4291 1.5686 0.04 0.00 0.05
H 5.1568 -0.7623 4.2292 0.02 0.04 0.02
H 5.7661 0.5606 3.2073 0.02 0.01 0.05
H 6.3093 -1.0961 2.9456 0.00 -0.01 -0.01
H 4.1826 -0.7859 0.0455 0.01 -0.01 -0.07
H 5.8179 -1.0452 0.6585 0.01 -0.01 0.02
H 5.1212 0.5805 0.6697 0.02 -0.01 -0.02
N 2.5381 -1.5082 -4.4387 -0.06 -0.02 0.04
C 3.4681 -0.6405 -3.8972 -0.08 0.18 0.38
C 4.6597 -0.1213 -4.3856 0.03 -0.02 -0.09
C 5.2856 0.8293 -3.6052 0.00 -0.04 -0.05
C 4.7344 1.2618 -2.3903 -0.04 0.02 0.04
C 3.5657 0.7261 -1.8940 -0.08 0.05 0.05
C 2.9455 -0.2661 -2.6476 0.37 0.14 -0.12
N 1.7600 -0.9434 -2.4515 -0.84 -0.99 0.82
C 1.5265 -1.6227 -3.5437 0.35 0.06 -0.15
C 0.2454 -2.2322 -3.7939 -0.31 -0.31 -0.40
C -0.1801 -2.8607 -4.9244 0.00 -0.05 0.07
S -1.8461 -3.2224 -4.8068 0.23 0.22 0.35
C -1.8685 -2.5122 -3.2455 -0.33 -0.25 -0.40
N -0.7281 -2.0515 -2.8423 0.10 0.59 0.93
H 2.5922 -1.9369 -5.3458 -0.09 0.02 -0.02
H 5.0655 -0.4326 -5.3389 0.01 0.03 0.00
H 6.2131 1.2673 -3.9478 -0.01 0.00 -0.01
H 5.2370 2.0433 -1.8368 0.01 -0.01 0.02
H 3.1197 1.0695 -0.9720 0.03 -0.03 0.02
H 0.3855 -3.1199 -5.8039 0.02 0.03 -0.01
H -2.7826 -2.4728 -2.6738 0.07 0.01 -0.07
C -2.3943 -3.8448 2.7405 0.06 -0.10 -0.17
C -1.3624 -2.7755 2.3705 0.30 0.35 -0.02
C -1.9857 -1.4179 2.7156 0.02 -0.04 -0.10
C -0.0852 -2.9022 3.2108 -0.03 -0.07 -0.06
P -0.9052 -2.8329 0.5198 1.13 -0.25 -0.21
C -2.5674 -2.9263 -0.2330 0.11 0.48 -0.19
C -3.2805 -4.0910 -0.5079 0.10 -0.06 0.10
C -4.5519 -4.0252 -1.0592 -0.03 -0.06 0.00
C -5.1412 -2.7983 -1.3303 -0.01 0.02 0.01
C -4.4395 -1.6291 -1.0726 -0.06 0.03 0.02
C -3.1602 -1.6960 -0.5423 -0.03 -0.05 0.14
C 0.0480 -4.4476 0.2114 0.07 0.22 -0.11
C -0.3928 -5.6934 0.9799 0.01 0.05 -0.02
C -0.0072 -4.7282 -1.2947 -0.07 0.07 0.02
C 1.5143 -4.1397 0.5575 -0.09 -0.03 -0.01
H -2.6350 -3.7230 3.7978 0.02 0.01 0.02
H -2.0406 -4.8615 2.6001 -0.06 0.04 0.01
H -3.3158 -3.7135 2.1742 -0.05 0.00 0.06
H -2.5152 -1.5102 3.6653 0.02 -0.02 0.03
H -2.7018 -1.0723 1.9714 -0.06 0.02 0.04
H -1.2142 -0.6647 2.8467 -0.01 0.04 0.05
H -0.3125 -2.6173 4.2400 -0.02 0.00 0.02
H 0.6915 -2.2266 2.8413 0.05 -0.02 0.06
H 0.3063 -3.9181 3.2304 0.02 0.03 0.00
H -2.8570 -5.0611 -0.2909 0.00 0.01 0.00
H -5.0900 -4.9411 -1.2649 0.00 0.00 0.00
H -6.1438 -2.7551 -1.7345 0.01 0.00 -0.04
H -4.8800 -0.6654 -1.2933 0.01 0.01 0.00
H -2.5973 -0.7818 -0.3976 -0.09 0.02 0.04
H -1.4296 -5.9648 0.7904 0.01 -0.07 0.05
H -0.2449 -5.5845 2.0520 -0.02 -0.03 -0.02
H 0.2320 -6.5287 0.6571 0.01 0.00 -0.04
H -1.0269 -4.8274 -1.6670 0.02 -0.06 -0.06
H 0.5288 -5.6545 -1.5084 0.01 -0.02 0.05
H 0.4825 -3.9243 -1.8411 0.04 -0.05 -0.01
H 1.6808 -4.0773 1.6309 0.02 0.01 -0.05
H 1.8241 -3.1973 0.1025 0.06 -0.05 0.02
H 2.1555 -4.9334 0.1681 -0.05 -0.07 -0.01
```
Forces are in eV/Å.

As for the total charge: +1. Its HOMO energy (alpha / beta) is -0.351 / -0.351 Eh. Its spin multiplicity is 1.

---

Molecular weight in g/mol, matching the order above: 295.99 1103.37
Energy above the lowest of the compared OMol25 structures with the same formula, charge and spin in eV, matching the order above: 0.000 0.482